ORCA calculation (the ωB97M-V functional and the def2-TZVPD basis) on 4 unconnected molecules or ions with the total composition C3H15NO3S in a non-equilibrium geometry.

ORCA input file:
```
! RIJCOSX wB97M-V def2-TZVPD def2/J DEFGRID3
* xyz 0 1
H -3.5656 -0.4385 -0.7202
H 2.9621 2.5399 -1.8528
S 0.0575 -0.4598 2.5945
H -1.4881 0.3875 -2.8550
H 1.1083 -0.7518 -0.2370
C -0.5810 -1.0788 0.9436
N -0.5093 -1.0289 -1.5520
H 0.2980 0.6817 -2.7495
C -0.4921 -0.0873 -2.7279
O 2.1176 1.6760 1.3774
H -2.3151 -1.0212 -1.5019
H -0.0230 0.5785 -0.3019
O -3.3341 -1.1483 -1.3580
H -0.5247 -2.2599 1.0199
O 2.1421 2.4752 -1.4082
H -0.3940 -0.7020 -3.6902
H -0.2166 -1.9122 -1.7676
H 0.5566 -1.6004 3.1092
H 2.7618 2.0416 1.9229
C 0.0625 -0.4870 -0.2846
H 2.3808 2.2780 -0.4642
H -1.6208 -0.6931 1.0741
H 1.3845 1.3260 1.8892
*
```

SMILES = CNCCS.O.O.O
gap between HOMO and LUMO = 9.741 eV
HOMO energy = -9.23 eV

These are the natural (NBO) partial charges, in e, on atoms 1 to 2: number 1, H, carries 0.454; number 2, H, carries 0.459